Below is a 3-piece molecular cluster, C3H11NO2 overall at a distorted geometry, with properties calculated with ωB97M-V with the def2-TZVPD basis set.

XYZ file:
```
17
Properties=species:S:1:pos:R:3:forces:R:3
N -1.479 0.152 1.727 -0.2 0.7 0.5
C -0.366 0.760 0.977 -0.6 -1.0 -0.5
C 1.178 -0.523 -0.515 -0.5 0.6 -0.5
C -0.040 -0.057 -0.251 0.4 0.0 0.7
H -2.362 0.394 1.312 -0.2 0.3 0.0
H -1.517 -0.848 1.801 0.5 -0.4 -0.3
H -0.728 1.735 0.653 0.2 0.2 0.2
H 0.512 0.872 1.607 0.0 0.1 0.1
H 1.377 -1.028 -1.451 0.1 -0.3 0.1
H 2.015 -0.257 0.118 0.0 -0.1 0.0
H -0.928 -0.320 -0.816 0.2 0.0 -0.4
H -0.416 2.176 -3.828 -0.3 0.3 -0.1
H 0.527 1.062 -3.780 0.7 -0.7 0.3
O -0.140 1.420 -4.349 -0.4 0.3 -0.1
H 0.089 -1.227 2.624 -0.1 0.1 0.1
H 0.877 -2.409 2.042 0.0 0.2 0.1
O 0.928 -1.684 2.680 0.3 -0.4 0.0
```
Positions in Å, forces in eV/Å.

## Properties
Max |F| = 1.2 eV Å⁻¹
Kohn-Sham gap = 10.20 eV
E_HOMO = -9.53 eV
Energy relative to the best compared isomer or geometry (same formula, charge and spin) = 1.090 eV